(1)
Formula: C13H20N3O7SSe3W
Source: the OMol25 dataset
Level of theory: ωB97M-V/def2-TZVPD

Structure (XYZ):
```
48
C13H20N3O7SSe3W, DFT ωB97M-V/def2-TZVPD
W 0.40873 -0.33320 -0.63473
C -1.46048 4.12702 0.99720
C -1.89840 2.66210 0.98607
C -3.40711 2.51905 1.13852
O -1.21617 1.91482 1.98663
C -1.46243 2.07314 -0.35122
O -2.11356 2.17898 -1.35929
O -0.27996 1.44483 -0.32127
H -1.76160 4.58314 1.94198
H -1.93385 4.67682 0.18482
H -0.37758 4.20363 0.90091
H -3.71372 2.95128 2.09203
H -3.69416 1.46703 1.12866
H -3.92926 3.03987 0.33892
H -1.39898 2.31710 2.84280
C 2.92851 -0.85672 1.92645
Se 1.47015 0.38099 1.62082
C 0.37073 -0.66190 5.21546
C 0.18717 -1.95350 4.99264
Se -0.84322 -1.37106 1.28323
C 0.12302 -3.05913 1.49452
H 3.32920 -0.62294 2.90962
H 3.67586 -0.70320 1.15306
H 2.58293 -1.88561 1.90560
H -0.43760 0.05045 5.10699
H 1.32701 -0.27152 5.54099
H -0.78086 -2.34402 4.70006
H 0.98675 -2.67189 5.12963
H 0.40915 -3.14369 2.53945
H 1.00310 -3.07812 0.85832
H -0.55580 -3.86524 1.22732
O 2.20032 -1.24832 -0.86213
S 2.51774 -0.26590 -2.06362
O 3.51333 -0.73631 -2.94134
O 1.06891 -0.29095 -2.61393
O 2.61365 1.02054 -1.39658
Se -2.77137 0.10555 -2.94539
N -2.87845 -1.43417 -3.79228
C -2.00625 -2.28788 -3.27345
C -1.63767 -3.60584 -3.67408
C -0.58361 -4.18555 -3.02553
C 0.13332 -3.50957 -1.99302
N -0.22516 -2.32902 -1.56225
C -1.27376 -1.74862 -2.19639
N -1.50990 -0.51122 -1.83524
H -2.15513 -4.10300 -4.48309
H -0.24146 -5.17080 -3.30751
H 1.01450 -3.95684 -1.54975
```

## Properties
Charge: +1
HOMO energy (alpha / beta): -11.301 / -12.174 eV
Spin multiplicity: 3
LUMO level (alpha / beta): -5.254 / -5.349 eV
Gap between HOMO and LUMO (alpha / beta): 6.05 / 6.82 eV
<S²>: 2.015

(2)
Formula: C13H21AsBrF3N3O4S2Se2Te2Ti
Source: the OMol25 dataset
Level of theory: ωB97M-V/def2-TZVPD

Structure (XYZ):
```
53
C13H21AsBrF3N3O4S2Se2Te2Ti, DFT ωB97M-V/def2-TZVPD
Ti -1.29418 -0.54184 0.72687
C -1.40916 2.14810 -4.74547
C -1.10407 1.39738 -3.47654
C -0.65758 0.07405 -3.48954
C -0.41382 -0.58812 -2.30461
C -0.61491 0.09156 -1.10093
Br 2.45448 -1.54575 -0.45593
N -1.05280 1.34449 -1.08842
C -1.27583 1.98857 -2.23663
H -0.75063 1.83374 -5.55608
H -1.28819 3.22238 -4.60446
H -2.43786 1.97038 -5.06680
H -0.50047 -0.43079 -4.43744
H -0.05360 -1.60671 -2.29592
H -1.61305 3.01824 -2.15063
Se -1.17331 -0.41100 3.29933
Te -0.02256 -0.96499 5.49020
Te 2.78528 0.78309 3.03195
Se 0.59133 0.37704 1.88341
S -0.27471 3.86741 1.35546
C 1.30773 3.86438 0.87879
N 1.80398 3.14355 -0.15821
C 3.25629 3.19910 -0.26255
C 3.63189 4.21259 0.84124
N 2.33213 4.63049 1.36474
H 1.27819 2.34704 -0.48299
H 3.55752 3.54715 -1.25155
H 3.68849 2.21721 -0.07272
H 4.17028 5.06978 0.43639
H 4.22847 3.73929 1.61977
H 2.23346 4.94955 2.31333
F -3.31767 -1.20135 -1.09984
C -4.33525 -0.50164 -0.51805
F -4.47014 0.64508 -1.16105
F -5.44730 -1.21222 -0.63907
S -3.86248 -0.27554 1.26041
O -3.20167 -1.57643 1.48401
O -5.02836 0.08923 1.98565
O -2.78457 0.77831 1.11007
C -0.40955 -4.46946 2.11971
As 0.71167 -3.26220 1.10165
C 1.20311 -4.44394 -0.31238
C 1.90233 -2.85543 2.50510
O -0.62365 -2.22265 0.62385
H 0.18630 -5.32010 2.45357
H -1.23543 -4.81593 1.50132
H -0.80975 -3.94034 2.98436
H 0.73197 -5.41049 -0.13721
H 2.28412 -4.51746 -0.35458
H 0.84364 -3.99856 -1.23380
H 2.27298 -3.83291 2.82036
H 1.31455 -2.41389 3.31288
H 2.69238 -2.18945 2.18895
```

## Properties
Charge: -1
HOMO energy: -3.819 eV
LUMO level: 1.522 eV
Gap between HOMO and LUMO: 5.34 eV

(3)
Formula: C13H21AuCl3GeIN4O3
Source: the OMol25 dataset
Level of theory: ωB97M-V/def2-TZVPD

Structure (XYZ):
```
47
C13H21AuCl3GeIN4O3, DFT ωB97M-V/def2-TZVPD
Au -0.23012 0.06034 -0.02231
C -0.96609 -4.37153 -0.06970
C -1.06076 -2.97720 0.45223
O -0.83953 -2.01505 -0.30930
N -1.40518 -2.86583 1.73002
C -1.59495 -1.61491 2.43478
C -0.28986 -1.04034 2.93143
C 0.16848 -1.30633 4.21814
C 1.35176 -0.72411 4.64513
C 2.04678 0.10474 3.77751
C 1.55085 0.28515 2.49706
N 0.41819 -0.27699 2.10598
H -0.80834 -4.36974 -1.14392
H -1.87111 -4.93353 0.15430
H -0.12381 -4.87183 0.41021
H -1.54291 -3.72195 2.25421
H -2.26292 -1.78546 3.28159
H -2.05576 -0.88939 1.75131
H -0.39969 -1.96123 4.86113
H 1.72230 -0.90567 5.64410
H 2.95603 0.60563 4.07351
H 2.05839 0.90315 1.77686
Cl -4.31040 0.77272 -0.03599
Ge -2.42543 1.83559 0.36852
Cl -2.53951 2.45574 2.44082
Cl -2.42277 3.61519 -0.86123
N 2.00442 2.32569 -1.61464
C 1.51236 2.76405 -0.47624
O 0.71933 2.11985 0.23141
C 1.97563 4.10075 0.06790
I 1.99512 5.74201 -1.37077
H 1.70015 1.42441 -1.96862
H 2.65007 2.87385 -2.17061
H 3.00301 4.01353 0.43713
H 1.32547 4.40102 0.89032
C 0.15648 0.20139 -5.06859
N -1.08271 0.56536 -4.44410
C -2.20691 0.83586 -5.29373
C -1.18737 0.63164 -3.11938
O -0.22434 0.48337 -2.34707
H -0.02374 -0.51514 -5.87584
H 0.83127 -0.23165 -4.32906
H 0.63563 1.07662 -5.52157
H -1.87428 1.01168 -6.31714
H -2.77188 1.69597 -4.93399
H -2.89682 -0.01361 -5.32159
H -2.19062 0.85776 -2.73508
```

## Properties
Charge: +3
HOMO energy (alpha / beta): -17.019 / -17.006 eV
Spin multiplicity: 2
LUMO level (alpha / beta): -13.533 / -13.456 eV
Gap between HOMO and LUMO (alpha / beta): 3.49 / 3.55 eV
<S²>: 0.760

Across the entries above, calculated total energy takes the values -8867.638790 -13067.460757 -4842.651801 hartree, respectively.